Density functional theory data (the ωB97M-V functional and the def2-TZVPD basis) for a cluster of 2 separate species, ClHNO2 in total.

Positions of all 5 atoms, in Å:
1 N -0.43 0.37 -0.19
2 O -1.62 0.05 -0.41
3 O 0.03 1.42 -0.65
4 Cl 1.65 -1.54 1.06
5 H 0.36 -0.29 0.18

Output
HOMO-LUMO gap = 8.948 eV
charge = -1

Computed natural (NBO) charges, given in elementary charges: N 0.33; O -0.43; O -0.43; Cl -0.87; H 0.40

---

Density functional theory data (the ωB97M-V functional and the def2-TZVPD basis) for the molecule ClHNO2P.

Positions of all 6 atoms, in Å:
1 N -0.02 0.90 0.02
2 O 1.13 1.04 0.50
3 O -0.90 1.72 0.03
4 P -0.07 -0.79 -0.81
5 Cl -1.19 -1.78 0.44
6 H 1.05 -1.09 -0.17

Output
SMILES string = O=[N+]([O-])PCl
HOMO-LUMO gap = 9.867 eV

Computed natural (NBO) charges, given in elementary charges: N 0.31; O -0.41; O -0.33; P 0.70; Cl -0.23; H -0.04

---

Density functional theory data (the ωB97M-V functional and the def2-TZVPD basis) for the molecule ClHNO2P.

Positions of all 6 atoms, in Å:
1 N 0.11 -1.00 0.03
2 O -0.87 -1.49 -0.41
3 O 1.26 -1.25 0.07
4 P -0.02 1.00 0.81
5 Cl -1.57 1.60 -0.28
6 H 1.10 1.15 -0.22

Output
SMILES string = O=[N+]([O-])PCl
HOMO-LUMO gap = 9.322 eV

Computed natural (NBO) charges, given in elementary charges: N 0.44; O -0.34; O -0.36; P 0.52; Cl -0.25; H -0.01

---

Density functional theory data (the ωB97M-V functional and the def2-TZVPD basis) for the ion ClHNO2S with charge -1.

Positions of all 6 atoms, in Å:
1 N 0.12 -0.35 -0.41
2 O -2.70 -0.30 -0.21
3 O -1.68 -1.81 1.48
4 S -1.73 -1.41 0.05
5 Cl 0.43 -0.75 -2.06
6 H 0.57 -1.16 0.21

Output
HOMO-LUMO gap = 7.633 eV
charge = -1

Computed natural (NBO) charges, given in elementary charges: N -0.86; O -0.98; O -0.99; S 1.55; Cl -0.02; H 0.32

---

Density functional theory data (the ωB97M-V functional and the def2-TZVPD basis) for a structure of composition ClHS2.

Positions of all 4 atoms, in Å:
1 H 0.33 1.68 -1.30
2 S -1.42 -0.91 1.83
3 S 0.40 -1.28 0.76
4 Cl 0.70 0.51 -1.28

Output
HOMO-LUMO gap = 5.863 eV

Computed natural (NBO) charges, given in elementary charges: H 0.26; S -0.08; S 0.00; Cl -0.18

---

Density functional theory data (the ωB97M-V functional and the def2-TZVPD basis) for a cluster of 2 separate species, ClI2PS in total.

Positions of all 5 atoms, in Å:
1 P -0.92 -0.28 -2.16
2 S -2.71 -0.08 -2.77
3 Cl -0.75 0.37 -0.33
4 I 2.53 0.09 1.32
5 I 1.85 -0.10 3.93

Output
SMILES string = S=PCl.II
HOMO-LUMO gap = 7.465 eV

Computed natural (NBO) charges, given in elementary charges: P 0.62; S -0.36; Cl -0.26; I 0.00; I 0.00

---

Density functional theory data (the ωB97M-V functional and the def2-TZVPD basis) for a structure of composition ClIn2O4PY2.

Positions of all 10 atoms, in Å:
1 In 0.98 1.80 3.32
2 In 3.12 1.22 -3.05
3 Y 0.20 -2.88 0.04
4 Y -2.33 0.91 -0.49
5 P 0.37 0.25 -0.01
6 O 1.23 0.84 -1.20
7 O -0.84 -0.58 -0.72
8 O -0.39 1.39 0.81
9 O 0.83 -0.96 0.84
10 Cl -3.18 -2.00 0.45

Output
HOMO-LUMO gap = 2.576 eV
charge = +8

Computed natural (NBO) charges, given in elementary charges: In 1.96; In 2.37; Y 2.82; Y 2.73; P 2.46; O -1.02; O -1.30; O -1.13; O -1.23; Cl 0.35

---

Density functional theory data (the ωB97M-V functional and the def2-TZVPD basis) for a structure of composition ClMnNa4O4S.

Positions of all 11 atoms, in Å:
1 Na -10.41 -15.94 -3.23
2 Na -14.93 -16.25 0.15
3 Na -11.11 -17.48 0.41
4 Na -14.34 -17.87 -3.22
5 Mn -11.29 -13.83 -0.08
6 S -14.35 -13.33 0.00
7 O -14.19 -14.19 1.21
8 O -12.92 -13.33 -0.69
9 O -15.20 -14.03 -0.96
10 O -14.65 -11.98 0.31
11 Cl -12.55 -16.16 -1.46

Output
HOMO-LUMO gap (alpha / beta) = 4.709 / 4.544 eV
multiplicity = 6
<S²> = 8.7761
charge = +3

Computed natural (NBO) charges, given in elementary charges: Na 0.99; Na 0.97; Na 0.99; Na 1.00; Mn 1.56; S 2.55; O -1.09; O -1.12; O -1.04; O -0.87; Cl -0.94

---

Density functional theory data (the ωB97M-V functional and the def2-TZVPD basis) for a cluster of 2 separate species, ClN2O2 in total.

Positions of all 5 atoms, in Å:
1 N 1.10 -0.69 1.50
2 N -0.69 0.55 -0.97
3 O -0.09 1.58 -1.39
4 O -1.64 0.73 -0.19
5 Cl 1.32 -2.18 1.05

Output
HOMO-LUMO gap (alpha / beta) = 5.134 / 5.107 eV
charge = -1

Computed natural (NBO) charges, given in elementary charges: N -0.26; N 0.20; O -0.61; O -0.58; Cl 0.24

---

Density functional theory data (the ωB97M-V functional and the def2-TZVPD basis) for a structure of composition ClO5S2.

Positions of all 8 atoms, in Å:
1 O 1.24 -2.04 0.21
2 O -0.25 -1.18 1.90
3 O -1.07 -1.54 -0.45
4 O 0.62 1.16 -1.73
5 O 1.05 1.93 0.54
6 S -0.03 -1.43 0.52
7 S 0.22 1.09 -0.39
8 Cl -1.79 2.02 -0.59

Output
HOMO-LUMO gap = 8.391 eV
charge = -1

Computed natural (NBO) charges, given in elementary charges: O -0.89; O -0.87; O -0.87; O -0.95; O -0.95; S 2.38; S 1.61; Cl -0.46

---

Density functional theory data (the ωB97M-V functional and the def2-TZVPD basis) for a structure of composition ClO8S2Zr.

Positions of all 12 atoms, in Å:
1 Zr 2.14 -1.09 -0.27
2 Cl 0.98 -2.14 1.74
3 S 0.54 1.91 1.01
4 O -0.71 1.80 0.33
5 O 0.51 1.84 2.47
6 O 1.17 0.62 0.60
7 O 1.19 3.12 0.65
8 S -1.22 -1.27 -1.14
9 O -2.05 -0.54 -0.19
10 O 0.17 -1.25 -0.83
11 O -1.72 -2.35 -2.01
12 O -1.01 -0.67 -2.36

Output
HOMO-LUMO gap = 3.542 eV
charge = -1

Computed Mulliken charges, given in elementary charges: Zr 1.28; Cl -0.42; S 1.06; O -0.60; O -0.70; O -0.32; O -0.65; S 1.09; O -0.50; O -0.26; O -0.52; O -0.46

---

Density functional theory data (the ωB97M-V functional and the def2-TZVPD basis) for a structure of composition ClZr.

Positions of all 2 atoms, in Å:
1 Zr -1.18 1.31 0.14
2 Cl 1.18 -1.31 -0.14

Output
HOMO-LUMO gap = 5.633 eV
charge = +3

Computed natural (NBO) charges, given in elementary charges: Zr 2.48; Cl 0.52

---

Density functional theory data (the ωB97M-V functional and the def2-TZVPD basis) for a structure of composition CoI.

Positions of all 2 atoms, in Å:
1 Co 0.73 -0.10 -0.87
2 I -0.73 0.10 0.87

Output
HOMO-LUMO gap (alpha / beta) = 8.679 / 7.760 eV
multiplicity = 4
<S²> = 3.7645
charge = +1

Computed natural (NBO) charges, given in elementary charges: Co 1.12; I -0.12

---

Density functional theory data (the ωB97M-V functional and the def2-TZVPD basis) for a structure of composition CrH10O9P.

Positions of all 21 atoms, in Å:
1 Cr 0.10 0.32 -0.13
2 P 0.93 1.83 -1.73
3 O -0.22 2.21 -0.69
4 O 0.27 0.52 -2.28
5 O 1.85 1.12 -0.63
6 O 1.45 2.84 -2.60
7 O -0.34 -1.85 -1.28
8 H -1.06 -2.41 -1.56
9 H 0.46 -2.37 -1.39
10 O 0.54 1.30 1.74
11 H -0.10 1.44 2.44
12 H 1.40 1.56 2.06
13 O -0.94 -1.11 1.65
14 H -1.17 -1.06 2.58
15 H -1.54 -1.76 1.27
16 O -2.09 0.40 -0.35
17 H -2.61 0.04 -1.08
18 H -2.55 1.18 -0.04
19 O 1.62 -1.14 0.60
20 H 2.51 -1.14 0.26
21 H 1.49 -1.91 1.16

Output
HOMO-LUMO gap (alpha / beta) = 6.957 / 7.011 eV
multiplicity = 4
<S²> = 3.8712

Computed natural (NBO) charges, given in elementary charges: Cr 1.31; P 2.48; O -1.02; O -1.05; O -1.03; O -1.11; O -0.93; H 0.48; H 0.50; O -0.89; H 0.49; H 0.52; O -0.95; H 0.49; H 0.50; O -0.91; H 0.51; H 0.51; O -0.92; H 0.52; H 0.49

---

Density functional theory data (the ωB97M-V functional and the def2-TZVPD basis) for a structure of composition CrH16O8.

Positions of all 25 atoms, in Å:
1 Cr 13.98 19.36 -13.45
2 O 12.31 18.38 -14.22
3 H 11.42 18.54 -13.90
4 H 12.19 17.80 -14.97
5 O 14.67 19.08 -15.38
6 H 14.79 19.77 -16.03
7 H 14.87 18.27 -15.86
8 O 15.47 21.28 -13.90
9 H 16.14 21.49 -13.24
10 H 15.38 22.08 -14.42
11 O 14.68 16.72 -13.90
12 H 15.49 16.28 -14.16
13 H 14.10 16.00 -13.64
14 O 12.80 20.93 -14.22
15 H 12.66 21.82 -13.89
16 H 12.20 20.85 -14.96
17 O 13.39 17.96 -11.89
18 H 13.98 17.47 -11.32
19 H 12.51 17.76 -11.56
20 O 15.91 18.93 -12.76
21 H 16.30 18.79 -11.89
22 H 16.66 18.97 -13.35
23 O 14.01 20.63 -11.79
24 H 13.99 21.58 -11.74
25 H 13.83 20.34 -10.89

Output
HOMO-LUMO gap (alpha / beta) = 8.829 / 12.101 eV
multiplicity = 5
<S²> = 6.0031
charge = +2

Computed natural (NBO) charges, given in elementary charges: Cr 1.25; O -0.94; H 0.51; H 0.53; O -0.91; H 0.52; H 0.53; O -0.96; H 0.50; H 0.50; O -0.97; H 0.50; H 0.50; O -0.93; H 0.52; H 0.52; O -0.94; H 0.51; H 0.51; O -0.91; H 0.52; H 0.52; O -0.92; H 0.52; H 0.52

---

Density functional theory data (the ωB97M-V functional and the def2-TZVPD basis) for a structure of composition CsH2O.

Positions of all 4 atoms, in Å:
1 Cs -1.90 0.05 1.28
2 O 0.38 0.23 -0.58
3 H 0.69 0.21 0.32
4 H 0.84 -0.49 -1.01

Output
HOMO-LUMO gap = 12.403 eV
charge = +1

Computed natural (NBO) charges, given in elementary charges: Cs 1.00; O -0.95; H 0.46; H 0.50

---

Density functional theory data (the ωB97M-V functional and the def2-TZVPD basis) for a structure of composition CsH2O.

Positions of all 4 atoms, in Å:
1 Cs -1.43 1.18 0.13
2 O 0.65 -0.07 0.10
3 H -0.07 -0.57 0.48
4 H 0.85 -0.54 -0.71

Output
HOMO-LUMO gap = 12.747 eV
charge = +1

Computed Mulliken charges, given in elementary charges: Cs 0.99; O -0.74; H 0.36; H 0.38

---

Density functional theory data (the ωB97M-V functional and the def2-TZVPD basis) for a structure of composition CsH4O2.

Positions of all 7 atoms, in Å:
1 Cs -1.20 -0.78 -1.28
2 O -1.19 0.11 1.61
3 H -1.46 -0.01 2.53
4 H -1.85 0.68 1.21
5 O 1.93 -0.24 -1.05
6 H 2.40 -0.30 -1.89
7 H 1.37 0.54 -1.12

Output
HOMO-LUMO gap = 11.938 eV
charge = +1

Computed natural (NBO) charges, given in elementary charges: Cs 0.99; O -0.97; H 0.51; H 0.46; O -0.94; H 0.49; H 0.45

---

Density functional theory data (the ωB97M-V functional and the def2-TZVPD basis) for a structure of composition CsNO3.

Positions of all 5 atoms, in Å:
1 Cs -2.89 -0.09 0.06
2 N 0.75 0.05 0.01
3 O 1.85 -0.06 -0.55
4 O 0.40 -0.76 0.92
5 O -0.10 0.86 -0.43

Output
HOMO-LUMO gap = 7.212 eV

Computed Mulliken charges, given in elementary charges: Cs 0.98; N 0.93; O -0.57; O -0.65; O -0.69

---

Density functional theory data (the ωB97M-V functional and the def2-TZVPD basis) for a structure of composition CuF2HOP.

Positions of all 6 atoms, in Å:
1 O 0.97 1.06 -0.74
2 P -0.53 1.40 -1.32
3 H 1.59 0.56 -1.34
4 F -1.21 0.17 -0.40
5 F -0.01 -2.47 1.71
6 Cu 0.61 -0.85 0.88

Output
HOMO-LUMO gap (alpha / beta) = 8.727 / 7.611 eV
multiplicity = 2
<S²> = 0.7526

Computed natural (NBO) charges, given in elementary charges: O -1.06; P 1.15; H 0.53; F -0.60; F -0.88; Cu 0.87

---

no.,largest force on an atom (eV/Å)
1,2.979
2,2.702
3,5.523
4,3.902
5,5.114
6,2.150
7,2.897
8,2.648
9,1.104
10,5.105
11,12.414
12,0.465
13,0.891
14,4.108
15,1.842
16,0.802
17,4.085
18,0.675
19,2.097
20,2.062